74
Properties=species:S:1:pos:R:3 method="wB97M-V/def2-TZVPD" total_charge=0 smiles="CCSCC1=C(CCCCCCCSc2nnco2)C(=O)C([PH2]=O)=C(CCCCS(=O)(=O)Cl)C1=O.C[N+](=O)[O-]" total_energy_ev=-99581.571 homo_lumo_gap_ev=7.23
C 4.2923 -2.0733 2.7961
C 3.9662 -2.3672 1.3234
S 2.1619 -2.4300 1.1292
C 1.9209 -2.1764 -0.6543
C 1.4237 -0.8048 -1.0263
C 0.4665 -0.5799 -1.9380
C -0.3135 -1.6020 -2.6996
C -1.7363 -1.6957 -2.1185
C -1.8112 -2.3546 -0.7401
C -2.7392 -1.6108 0.2279
C -2.1566 -0.2540 0.6362
C -3.1606 0.8733 0.9455
C -4.2977 1.0182 -0.0593
S -5.8598 0.1735 0.3828
C -5.9111 0.4379 2.0957
N -5.8444 -0.4497 3.0510
N -5.9319 0.2601 4.2444
C -6.0299 1.5187 3.9067
O -6.0336 1.7125 2.5685
C 0.0781 0.8300 -2.2330
O -0.4476 1.1247 -3.2806
C 0.2982 1.8570 -1.1975
P -0.7595 3.3239 -1.2927
O -1.1583 3.8717 0.0279
C 1.2356 1.6391 -0.2698
C 1.5656 2.5807 0.8450
C 2.2498 3.8599 0.3303
C 3.7727 3.6840 0.1428
C 4.2066 3.5734 -1.3152
S 3.7746 4.9426 -2.3867
O 4.8488 5.2049 -3.2861
O 2.4822 4.6790 -2.9496
Cl 3.5343 6.5315 -1.1280
C 2.0291 0.3755 -0.3721
O 3.1490 0.3666 0.0774
H 3.3898 -1.7736 3.3234
H 4.6935 -2.9638 3.2677
H 4.9920 -1.2479 2.8787
H 4.3350 -1.5906 0.6648
H 4.4061 -3.3097 1.0082
H 2.8664 -2.3603 -1.1667
H 1.2302 -2.9405 -0.9892
H 0.1858 -2.5660 -2.7113
H -0.3667 -1.2416 -3.7254
H -2.3508 -2.2226 -2.8453
H -2.1205 -0.6739 -2.0827
H -0.8317 -2.4213 -0.2781
H -2.2051 -3.3574 -0.8769
H -2.8241 -2.2214 1.1255
H -3.7322 -1.5437 -0.2114
H -1.4379 0.1235 -0.0893
H -1.5916 -0.4217 1.5540
H -3.5102 0.7637 1.9699
H -2.6061 1.8128 0.9196
H -4.5395 2.0608 -0.2366
H -4.0242 0.5645 -1.0105
H -6.0920 2.3564 4.5755
H -0.0615 4.2479 -2.0883
H -1.8652 2.8753 -2.0313
H 2.2316 2.0920 1.5515
H 0.6586 2.8326 1.3874
H 2.0177 4.6754 1.0078
H 1.8181 4.1300 -0.6300
H 4.0926 2.7655 0.6274
H 4.2834 4.5294 0.5945
H 3.8098 2.6933 -1.8146
H 5.2924 3.5139 -1.3555
C -0.4557 -7.0429 0.5726
N -0.5266 -5.7162 -0.0984
O -0.3964 -4.7257 0.5869
O -0.7077 -5.7177 -1.3000
H -0.2902 -6.8804 1.6305
H -1.3988 -7.5491 0.3912
H 0.3666 -7.5892 0.1213


88
Properties=species:S:1:pos:R:3 method="wB97M-V/def2-TZVPD" total_charge=-1 total_energy_ev=-123091.046 homo_lumo_gap_ev=6.08
C 6.2140 0.2153 4.9522
C 5.5371 -0.1722 3.4716
P 4.1016 1.0102 3.1984
C 4.6157 2.0374 1.6201
C 2.4047 0.1130 2.8122
C 1.6301 1.3599 2.1783
C 0.0310 1.5139 2.2097
N -0.7355 0.6884 1.1537
N -0.6400 1.5233 3.5713
N -0.2171 2.9625 1.7064
C 2.8761 -0.9930 1.6454
O 2.9811 -0.8506 0.3242
N 3.1417 -2.3354 2.3590
C 2.6841 -2.3929 3.7973
S 1.6348 -3.9912 3.7461
C 3.7167 -2.7949 5.0010
C 4.6850 -4.0838 4.5521
C 6.2778 -3.7186 4.8782
I 4.2666 -5.9016 5.7646
C 1.8552 -0.9408 3.8991
P 2.1398 -0.2783 5.7106
N 1.0909 0.9394 6.0799
C 0.3315 -1.4811 3.9992
O -0.5613 -1.6724 3.0277
O -0.1942 -1.7590 5.3794
H 6.2026 1.4057 5.0426
H 5.5911 -0.1780 5.8600
H 7.3361 -0.1122 4.9828
H 6.4028 0.1061 2.6959
H 5.3525 -1.3123 3.3323
H 5.6838 2.5245 1.8148
H 3.8335 2.8652 1.3490
H 4.7921 1.2483 0.7476
H 1.9602 1.4452 1.0321
H 2.0650 2.3585 2.6723
H -0.4879 1.1871 0.2490
H -1.7643 0.7346 1.3239
H -1.5315 0.9758 3.5309
H -0.8123 2.5094 3.9158
H -1.2608 3.0680 1.8171
H 0.2460 3.6429 2.3801
H 4.1128 -2.6386 2.1304
H 1.1482 -4.2094 5.0686
H 3.0492 -3.2272 5.8875
H 4.4586 -1.9571 5.3345
H 4.6197 -4.3280 3.4098
H 6.6250 -2.9274 4.0771
H 6.9197 -4.6910 4.7322
H 6.3726 -3.2866 5.9804
H 3.4569 0.2727 5.9097
H 2.0138 -1.3528 6.7049
H 1.6881 1.7813 6.3010
C -3.2854 2.2339 -3.1339
C -2.7886 1.6688 -1.7942
C -3.3754 0.3156 -1.4062
F -4.7215 0.3494 -1.2801
F -2.8915 -0.0871 -0.1996
F -2.9884 2.5958 -0.8195
F -1.4286 1.5281 -1.8951
O -4.3583 3.1785 -3.0641
C -5.6634 2.6143 -2.9686
C -6.3516 2.9198 -1.6312
F -5.6150 2.4897 -0.5760
F -7.5546 2.2934 -1.5446
F -5.5947 1.2875 -3.2371
F -6.3814 3.1622 -3.9869
H -2.4508 2.8056 -3.5582
H -3.4802 1.4476 -3.8741
H -3.1147 -0.4536 -2.1385
H -6.5139 3.9946 -1.5111
C -3.7682 -1.9876 -8.4100
C -3.8181 -1.1086 -9.6694
C -2.7327 -0.0408 -9.7556
F -2.7844 0.8376 -8.7285
F -2.8752 0.6952 -10.8915
F -5.0600 -0.5663 -9.7837
F -3.6797 -1.9422 -10.7490
O -4.6324 -1.6044 -7.3355
C -4.1280 -0.5813 -6.4813
C -4.9423 0.7176 -6.5568
F -5.0032 1.2008 -7.8232
F -4.3800 1.6936 -5.7965
F -2.8106 -0.3953 -6.7406
F -4.1900 -1.0860 -5.2188
H -4.1329 -2.9782 -8.7083
H -2.7422 -2.1681 -8.0652
H -1.7360 -0.4903 -9.7778
H -5.9668 0.5579 -6.2091


59
Properties=species:S:1:pos:R:3 method="wB97M-V/def2-TZVPD" total_charge=+2 relative_energy_kcal_mol=44.4 total_energy_ev=-27241.013 homo_lumo_gap_ev=7.11
Ir -0.7240 -0.9504 -0.8081
C 0.8888 -1.0594 0.4131
C 1.0576 0.1389 -0.4392
C 0.2669 1.1923 0.2321
C -0.2577 0.6334 1.4103
C 0.0970 -0.7238 1.5450
C -0.2343 -1.6133 2.6980
C -1.5964 -1.2706 3.3067
C -0.1792 -3.0920 2.3153
C 0.8871 -1.2984 3.7259
C -0.0894 2.6203 -0.1745
C 1.1764 3.4906 -0.2652
C -1.0146 3.2596 0.8723
C -0.8474 2.6353 -1.5025
C 2.2011 0.1929 -1.4693
C 1.8512 0.9395 -2.7569
C 3.4206 0.8334 -0.7813
C 2.6027 -1.2307 -1.8762
H 1.5410 -1.9183 0.3875
H -0.8538 1.1745 2.1300
H -2.3985 -1.3818 2.5745
H -1.6301 -0.2582 3.7077
H -1.8007 -1.9489 4.1328
H -0.9011 -3.3232 1.5305
H -0.4247 -3.6968 3.1859
H 0.8104 -3.3970 1.9781
H 0.8806 -0.2509 4.0256
H 1.8724 -1.5499 3.3362
H 0.7002 -1.9074 4.6092
H 1.7517 3.4500 0.6600
H 0.8602 4.5224 -0.4126
H 1.8302 3.2253 -1.0916
H -0.5394 3.3453 1.8502
H -1.9585 2.7204 0.9805
H -1.2566 4.2686 0.5447
H -0.2897 2.1880 -2.3173
H -1.0669 3.6694 -1.7646
H -1.7857 2.1146 -1.3800
H 1.7089 2.0102 -2.6237
H 0.9530 0.5262 -3.2238
H 2.6726 0.8156 -3.4603
H 3.2278 1.8478 -0.4533
H 4.2571 0.8635 -1.4785
H 3.7305 0.2461 0.0831
H 1.7544 -1.8170 -2.2368
H 3.0853 -1.7815 -1.0687
H 3.3187 -1.1695 -2.6933
C -1.6657 -2.2184 -2.3590
C -2.1334 -2.7638 -1.1270
C -2.9192 -1.9745 -0.2758
C -3.2171 -0.6557 -0.6201
C -2.7816 -0.1226 -1.8385
C -2.0104 -0.8835 -2.7234
H -1.0941 -2.8320 -3.0417
H -1.9033 -3.7908 -0.8791
H -3.2831 -2.3978 0.6507
H -3.8118 -0.0448 0.0479
H -3.0432 0.8850 -2.1146
H -1.6927 -0.4862 -3.6771


67
Properties=species:S:1:pos:R:3 method="wB97M-V/def2-TZVPD" s_squared=8.76 multiplicity=6 total_charge=0 total_energy_ev=-81525.207 homo_lumo_gap_ev="6.39 / 6.47"
Mn -0.9567 0.2128 -0.5759
C -4.9836 1.7309 1.4165
N -3.8580 1.5579 2.3110
C -4.1733 1.7372 3.7071
C -2.7177 1.0099 1.8342
O -2.6246 0.6349 0.6683
C -1.5463 0.8510 2.8112
O -0.3716 0.4601 2.1386
C 0.7124 1.3574 2.1473
C 0.6550 2.2912 0.9359
O -0.3192 2.2648 0.1786
N 1.7090 3.0997 0.7233
C 1.8011 3.8421 -0.5180
C 2.8615 3.1195 1.5933
H -5.3780 2.7432 1.5156
H -5.7749 1.0121 1.6387
H -4.6533 1.5750 0.3933
H -4.7738 2.6416 3.8216
H -3.2806 1.8348 4.3157
H -4.7502 0.8825 4.0782
H -1.8057 0.0410 3.5095
H -1.3912 1.7771 3.3788
H 1.6022 0.7218 2.0710
H 0.7655 1.9297 3.0828
H 0.8817 3.6988 -1.0853
H 2.6411 3.4722 -1.1121
H 1.9334 4.9077 -0.3164
H 3.3643 2.1476 1.6112
H 2.5729 3.3904 2.6124
H 3.5569 3.8698 1.2221
C -0.6881 -4.7028 0.1892
Si -1.1679 -2.8578 0.2935
C -2.4664 -2.5373 -1.0847
C -2.0268 -2.6552 2.0050
N -0.0073 -1.6447 -0.0840
C 1.3394 -1.6437 0.0392
C 2.0461 -0.5304 -0.4784
C 3.4222 -0.4933 -0.5027
C 4.1628 -1.5480 0.0142
C 3.4914 -2.6206 0.5817
C 2.1146 -2.6740 0.6032
H -1.5717 -5.3156 0.0433
H -0.2007 -5.0498 1.0930
H -0.0146 -4.8897 -0.6377
H -3.4457 -2.9462 -0.8567
H -2.1398 -2.9636 -2.0296
H -2.5764 -1.4472 -1.2415
H -2.6554 -3.5108 2.2318
H -2.6612 -1.7755 2.0172
H -1.3052 -2.5541 2.8094
H 1.4488 0.2902 -0.9138
H 3.9295 0.3421 -0.9651
H 5.2433 -1.5442 -0.0357
H 4.0542 -3.4395 1.0101
H 1.6179 -3.5318 1.0283
Te -1.2420 1.3110 -2.9700
C 0.4534 0.5728 -4.0221
C 0.9549 1.2013 -5.1531
C 2.1007 0.7305 -5.7676
C 2.7607 -0.3732 -5.2550
C 2.2403 -1.0337 -4.1549
C 1.0873 -0.5679 -3.5530
H 0.4462 2.0682 -5.5479
H 2.4831 1.2247 -6.6488
H 3.6755 -0.7158 -5.7121
H 2.7335 -1.9089 -3.7614
H 0.6653 -1.0803 -2.6916